1.
{
  "formula": "C4H7NO",
  "method": "wB97M-V/def2-TZVPD",
  "elements": ["H", "H", "H", "O", "C", "C", "H", "C", "C", "H", "N", "H", "H"],
  "xyz": [[0.634, -1.509, 0.806], [0.139, 0.634, -2.216], [0.016, -1.539, -0.870], [1.581, 0.733, 0.813], [0.745, 1.014, -1.402], [-1.282, -0.616, 0.559], [2.007, 1.573, 0.598], [0.097, -0.939, 0.043], [0.844, 0.336, -0.258], [1.256, 1.961, -1.556], [-1.612, -0.848, 1.761], [-2.571, -0.538, 1.925], [-1.952, -0.149, -0.178]],
  "homo_lumo_gap_ev": 9.959,
  "e_lumo_ev": 0.86,
  "mol_weight_g_mol": 85.11,
  "relative_energy_kcal_mol": 38.9,
  "smiles": "[H]/N=C/CC(=C)O"
}

=====

2.
{
  "formula": "C4H7NO",
  "method": "wB97M-V/def2-TZVPD",
  "elements": ["H", "C", "H", "C", "H", "N", "C", "H", "H", "H", "C", "H", "O"],
  "xyz": [[0.004, -1.764, -0.862], [1.518, -0.192, -0.582], [2.639, -0.315, -0.211], [-0.293, -0.082, 0.679], [-2.476, -0.442, 1.222], [0.470, -1.162, 0.052], [0.772, 1.014, -0.070], [-1.829, 1.222, 0.381], [-1.789, 0.082, -0.656], [-0.069, -0.171, 1.847], [-1.638, 0.065, 0.411], [1.772, -0.374, -1.779], [0.920, 2.118, -0.434]],
  "homo_lumo_gap_ev": 10.057,
  "e_lumo_ev": 0.93,
  "mol_weight_g_mol": 85.11,
  "relative_energy_kcal_mol": 106.9,
  "smiles": "C[C@H]1NCC1=O"
}

=====

3.
{
  "formula": "C4H7NO",
  "method": "wB97M-V/def2-TZVPD",
  "elements": ["H", "H", "H", "C", "C", "H", "H", "O", "H", "C", "N", "H", "C"],
  "xyz": [[-0.336, 1.304, 1.394], [3.419, 1.761, 0.256], [-2.804, 0.312, 1.133], [-1.955, 0.005, 0.542], [-0.724, 0.623, 0.658], [1.123, 0.092, -0.241], [-0.128, -1.662, -1.578], [3.000, 0.897, 0.244], [3.245, 0.690, -0.687], [-0.501, -1.156, -0.705], [0.150, -0.086, -0.141], [-2.677, -1.683, -0.563], [-1.813, -1.096, -0.310]],
  "homo_lumo_gap_ev": 8.501,
  "e_lumo_ev": 0.46,
  "mol_weight_g_mol": 85.11,
  "relative_energy_kcal_mol": 25.4,
  "smiles": "c1cc[nH]c1.O"
}

=====

4.
{
  "formula": "C4H7NO",
  "method": "wB97M-V/def2-TZVPD",
  "elements": ["O", "C", "H", "H", "H", "C", "H", "C", "N", "C", "H", "H", "H"],
  "xyz": [[-1.636, -2.458, 0.042], [1.697, 0.278, -0.344], [-1.376, 1.658, -0.159], [2.240, 0.065, -1.265], [-2.239, -0.834, -0.997], [-0.572, 1.099, 0.313], [-0.126, -0.826, 1.284], [-0.578, -0.383, 0.395], [0.258, 0.315, -0.570], [-1.574, -1.286, -0.236], [1.992, -0.496, 0.370], [-0.111, 1.615, 1.158], [2.026, 1.253, 0.007]],
  "homo_lumo_gap_ev": 10.468,
  "e_lumo_ev": 0.93,
  "mol_weight_g_mol": 85.11,
  "relative_energy_kcal_mol": 56.1,
  "smiles": "CN1C[C@H]1C=O"
}

=====

5.
{
  "formula": "C4H7NO",
  "method": "wB97M-V/def2-TZVPD",
  "elements": ["H", "C", "H", "H", "C", "H", "C", "N", "H", "C", "H", "H", "O"],
  "xyz": [[0.632, 2.066, 0.103], [-0.268, 1.695, 0.598], [-1.348, -1.995, -0.946], [-0.462, 2.284, 1.497], [-0.845, -1.255, -0.318], [0.545, -0.819, -1.983], [0.736, -1.010, -0.924], [-1.291, -0.592, 0.644], [1.167, -2.007, -0.809], [-0.038, 0.272, 1.011], [-1.110, 1.804, -0.084], [1.521, -0.321, -0.612], [0.761, -0.122, 1.824]],
  "homo_lumo_gap_ev": 10.518,
  "e_lumo_ev": 0.94,
  "mol_weight_g_mol": 85.11,
  "relative_energy_kcal_mol": 56.5,
  "smiles": "C/C=N\\C(C)=O"
}

=====

6.
{
  "formula": "C4H7NO",
  "method": "wB97M-V/def2-TZVPD",
  "elements": ["C", "O", "H", "H", "H", "C", "H", "N", "H", "C", "H", "H", "C"],
  "xyz": [[-1.084, -0.425, -0.157], [1.478, -0.261, -1.294], [1.925, 1.521, 0.248], [0.041, -1.032, 1.574], [-0.406, 1.420, -1.194], [0.097, -1.148, 0.488], [-0.859, 1.680, 0.565], [1.176, 0.926, 0.648], [0.269, -2.171, 0.186], [-0.464, 1.022, -0.171], [-2.033, -0.477, 0.395], [-1.272, -0.839, -1.160], [1.132, -0.215, -0.128]],
  "homo_lumo_gap_ev": 10.465,
  "e_lumo_ev": 0.92,
  "mol_weight_g_mol": 85.11,
  "relative_energy_kcal_mol": 66.8
}

=====

7.
{
  "formula": "C4H7NO",
  "method": "wB97M-V/def2-TZVPD",
  "elements": ["H", "H", "N", "H", "C", "C", "C", "H", "H", "C", "H", "H", "O"],
  "xyz": [[0.451, 2.248, -0.038], [-1.334, -1.277, -0.641], [0.312, 1.255, 0.058], [-1.707, 1.012, -0.467], [0.754, -0.977, -0.057], [1.172, 0.389, -0.573], [-1.000, 0.675, 0.302], [-1.057, -1.385, 1.094], [1.079, -1.815, -0.673], [-0.755, -0.855, 0.187], [1.262, -1.007, 0.911], [-1.400, 0.964, 1.280], [2.105, 0.685, -1.289]],
  "homo_lumo_gap_ev": 10.409,
  "e_lumo_ev": 0.90,
  "mol_weight_g_mol": 85.11,
  "relative_energy_kcal_mol": 5.2,
  "smiles": "O=C1CCCN1"
}

=====

8.
{
  "formula": "C4H7NO",
  "method": "wB97M-V/def2-TZVPD",
  "elements": ["H", "C", "H", "H", "H", "H", "H", "N", "C", "C", "H", "C", "O"],
  "xyz": [[1.025, -1.570, 0.228], [0.955, 0.179, 1.412], [0.960, -0.078, -1.741], [0.838, 1.252, 1.215], [1.739, -0.135, 2.076], [-2.041, -0.226, -0.895], [-1.410, 0.215, -2.578], [-0.355, -0.638, 1.501], [-1.222, 0.147, -1.507], [0.144, -0.012, -1.014], [-0.592, 0.258, 1.948], [0.463, -0.637, 0.310], [-0.503, 1.246, -0.956]],
  "homo_lumo_gap_ev": 10.682,
  "e_lumo_ev": 1.18,
  "mol_weight_g_mol": 85.11,
  "relative_energy_kcal_mol": 100.8,
  "smiles": "C1N[C@H]1[C@H]1CO1"
}

=====

9.
{
  "formula": "C4H7NO",
  "method": "wB97M-V/def2-TZVPD",
  "elements": ["H", "C", "H", "H", "C", "H", "C", "N", "C", "H", "O", "H", "H"],
  "xyz": [[0.519, -1.412, 0.406], [0.034, -1.113, -0.524], [1.961, 0.391, 1.229], [-2.156, -0.462, -0.853], [-0.542, 1.072, -0.084], [-0.886, 2.088, -0.276], [0.208, 0.325, -1.008], [-1.153, 0.306, 0.983], [-1.234, -0.409, -0.286], [2.447, 0.272, -0.200], [2.695, 0.046, 0.707], [-2.049, 0.728, 1.226], [0.112, -1.848, -1.322]],
  "homo_lumo_gap_ev": 9.149,
  "e_lumo_ev": 0.72,
  "mol_weight_g_mol": 85.11,
  "relative_energy_kcal_mol": 124.9
}

=====

10.
{
  "formula": "C4H7NO",
  "method": "wB97M-V/def2-TZVPD",
  "elements": ["H", "H", "H", "H", "C", "H", "C", "H", "H", "O", "N", "C", "C"],
  "xyz": [[-2.030, -0.740, -0.918], [0.466, -1.823, -0.296], [1.111, 1.069, -1.065], [-1.774, 0.801, 2.462], [-1.156, -0.401, -0.366], [2.281, -0.246, -0.858], [1.322, 0.147, -0.504], [0.862, 1.120, 1.116], [0.198, -1.074, -1.863], [1.478, 0.418, 0.876], [-1.590, 1.215, 1.547], [-1.386, 0.386, 0.657], [0.219, -0.872, -0.786]],
  "homo_lumo_gap_ev": 9.874,
  "e_lumo_ev": 0.91,
  "mol_weight_g_mol": 85.11,
  "relative_energy_kcal_mol": 49.7,
  "smiles": "N=C=CCCO"
}